Record 1
Density functional theory data (the ωB97M-V functional and the def2-TZVPD basis) for 2 unconnected molecules or ions with the total composition C4H12NO2.

Last column: natural (NBO) charge in e.
Atoms and positions in Å:
C  -1.24401  -0.24970  -1.43636  -0.659
C  -0.89067  -0.18944  0.01762  -0.017
C  0.11828  -1.12814  0.63983  -0.552
C  1.56177  -0.66223  0.47670  0.463
O  2.02048  0.32832  0.96648  -0.495
N  -2.16826  -0.40565  0.86098  -0.673
H  -2.15362  0.32074  -1.63474  0.226
H  -1.30835  -1.21793  -1.93021  0.238
H  -0.46859  0.23865  -1.95974  0.281
H  -0.60244  0.82771  0.27130  0.249
H  0.06921  -2.13632  0.21979  0.236
H  -0.06857  -1.31125  1.69934  0.239
H  2.17671  -1.27852  -0.20386  0.137
H  -2.41047  -1.39572  0.85402  0.435
H  -2.97272  0.12019  0.51959  0.444
H  -1.95884  -0.12457  1.81678  0.442
H  1.27079  2.61067  -1.77636  0.489
H  1.61893  2.07554  -0.40739  0.491
O  1.08653  1.87178  -1.18280  -0.974

Forces on the atoms, in the same order (eV/Å):
C -0.37 -0.42 -0.29
C -0.66 0.33 0.99
C 0.59 -1.05 -0.27
C 0.37 0.06 -0.67
O -0.40 0.03 0.37
N 0.22 -0.07 -0.22
H 0.01 -0.03 -0.01
H -0.26 -0.35 0.55
H 0.92 0.78 -0.57
H 0.04 0.17 -0.12
H -0.19 0.07 -0.32
H 0.06 0.49 0.22
H 0.01 -0.08 0.17
H -0.15 -0.07 0.07
H 0.03 0.10 -0.05
H -0.23 -0.03 0.16
H -0.12 -0.13 -0.09
H 0.14 -0.14 0.14
O -0.01 0.35 -0.09

Calculated values
**Net charge**: +1
**Energy above the lowest of the compared OMol25 structures with the same formula, charge and spin**: 1.504 eV


Record 2
Density functional theory data (the ωB97M-V functional and the def2-TZVPD basis) for C5H7NO3 in the gas phase.

Last column: natural (NBO) charge in e.
Atoms and positions in Å:
C  -2.62401  -0.38108  -1.06065  -0.151
C  -1.49028  -0.42539  -0.66528  -0.067
C  -0.08517  -0.75853  -0.49782  0.392
C  0.47797  1.46418  0.89191  -0.110
C  0.68711  -0.02079  0.70707  0.295
N  1.26545  -0.71226  1.58273  -0.633
O  0.66084  -0.29464  -1.62971  -0.723
O  0.13105  -2.11060  -0.41207  -0.703
O  0.69772  2.29007  -0.17262  -0.728
H  -3.59569  -0.30884  -1.09409  0.209
H  1.13593  1.70765  1.71752  0.178
H  -0.67072  1.39344  1.17268  0.176
H  1.72456  -0.17337  2.26667  0.344
H  0.81631  -1.03770  -2.19679  0.498
H  0.08971  -2.46622  0.49273  0.512
H  0.77922  1.83410  -1.10228  0.511

Forces on the atoms, in the same order (eV/Å):
C 4.55 -0.08 1.26
C -0.57 -0.26 -0.63
C 2.69 0.90 1.17
C -2.07 -2.11 -0.02
C -1.09 -0.04 -0.26
N -0.76 -1.78 -1.47
O -0.44 0.83 0.67
O -0.33 -1.06 -0.19
O 0.49 0.18 -3.46
H -4.60 0.37 -0.63
H -0.31 0.64 0.34
H 1.90 0.89 -0.02
H 0.66 0.92 1.03
H 0.06 -0.78 -0.53
H 0.19 0.63 -0.19
H -0.36 0.77 2.94

Calculated values
**Net charge**: 0
**Energy above the lowest of the compared OMol25 structures with the same formula, charge and spin**: 4.934 eV
**SMILES string**: [H]/N=C(\CO)C(O)(O)C#C